[1]
C17H22N2O2S2 in the gas phase. Source: OMol25; level of theory: ωB97M-V with the def2-TZVPD basis set.

Cartesian coordinates (Å):
C: 4.68178 2.94297 -0.69905
C: 4.43356 1.54539 -0.28303
N: 3.29442 0.97054 -0.26713
C: 3.34647 -0.32580 0.15963
C: 4.60801 -0.74609 0.48454
S: 5.75671 0.50589 0.25006
H: 4.93339 -1.70494 0.83185
C: 2.11714 -1.10498 0.21295
C: 2.06728 -2.38010 0.77705
C: 0.88409 -3.09770 0.80075
C: -0.27222 -2.55280 0.26730
C: -0.22184 -1.28757 -0.28691
C: 0.94653 -0.56110 -0.32136
H: 0.95694 0.41894 -0.77079
S: -1.74122 -0.59701 -0.93731
O: -2.43169 -1.60560 -1.68720
O: -1.42925 0.64209 -1.59668
N: -2.57691 -0.37573 0.47607
C: -3.94111 -0.82151 0.59516
H: -4.07169 -1.26544 1.59063
C: -4.93011 0.33201 0.39569
C: -4.95775 0.76347 -1.06768
H: -5.48348 1.70846 -1.18316
H: -3.95184 0.86861 -1.46280
H: -5.46662 0.00927 -1.66428
C: -4.57470 1.45721 1.37657
C: -3.10484 1.90513 1.35755
C: -2.75931 2.85427 0.21121
H: -1.84799 3.39940 0.45033
H: -3.55713 3.57685 0.05636
H: -2.58367 2.31540 -0.71307
C: -2.17625 0.67756 1.37392
H: -2.14887 0.25459 2.38805
H: -1.16273 0.97016 1.09496
H: -2.93017 2.44946 2.29460
H: -4.80016 1.09499 2.38452
H: -5.21566 2.32132 1.18994
H: -5.92995 -0.02999 0.66433
H: -4.08536 -1.59068 -0.16350
H: -1.20716 -3.08924 0.26204
H: 0.86500 -4.08494 1.23747
H: 2.95869 -2.81471 1.20249
H: 5.11376 3.51334 0.12225
H: 5.38132 2.97135 -1.53334
H: 3.74209 3.39755 -1.00027

Cartesian forces (eV/Å) of the 2 atoms listed first:
0.093 0.247 -0.063
1.053 -0.328 0.260

Computed properties:
frontier orbital gap	8.75	eV
HOMO	-0.3109	hartree
charge	0
energy relative to the best compared isomer or geometry (same formula, charge and spin)	75.7	kJ/mol


[2]
A molecular structure, C17H22N2O3PRu. Source: OMol25; level of theory: ωB97M-V with the def2-TZVPD basis set.

Cartesian coordinates (Å):
Ru: -0.83692 -0.88431 0.47399
N: -2.20285 -1.80238 -0.82368
N: -3.41812 -1.92262 -0.10790
C: -3.62358 -1.02648 0.91594
O: -4.60854 -0.79800 1.50770
O: -2.40214 -0.39311 1.27824
H: -2.32390 -1.22595 -1.66407
H: -1.91525 -2.73087 -1.13307
H: -4.22748 -2.26681 -0.61606
C: -0.96194 -2.75295 3.48644
P: -0.36584 -2.72256 1.79367
C: -0.08950 -4.37680 1.15537
C: 0.99942 -1.59855 1.51109
C: 1.91115 -1.78286 0.43505
C: 2.83186 -0.79234 0.14248
C: 2.84305 0.39539 0.87741
C: 1.92144 0.61878 1.90712
C: 0.99012 -0.35394 2.22420
H: -1.28349 -1.76864 3.82392
H: -0.16613 -3.13811 4.12917
H: -1.81622 -3.43274 3.52929
H: 0.77418 -4.80958 1.66792
H: 0.08452 -4.38840 0.08006
H: -0.96564 -4.98745 1.38451
H: 1.91645 -2.71033 -0.12525
H: 3.55722 -0.94544 -0.64616
H: 3.58080 1.15478 0.64977
H: 1.95522 1.54102 2.47326
H: 0.31224 -0.20122 3.05772
C: -1.37910 2.68947 -0.00019
C: -0.42828 1.93350 -0.86286
O: -0.37922 0.65176 -0.73008
C: 0.39978 2.55958 -1.82723
C: 0.44161 3.97580 -1.91940
C: 1.23235 4.57892 -2.86007
C: 1.98244 3.79435 -3.73614
C: 1.95091 2.39552 -3.66861
C: 1.17705 1.78209 -2.72232
H: -2.00446 2.02971 0.59708
H: -2.01259 3.32956 -0.61474
H: -0.82514 3.34603 0.67560
H: -0.13940 4.58903 -1.24440
H: 1.26955 5.65687 -2.93344
H: 2.59265 4.27532 -4.49017
H: 2.52338 1.81211 -4.37631
H: 1.12838 0.70285 -2.67486

Cartesian forces (eV/Å) of the 2 atoms listed first:
-0.263 0.574 -0.181
0.142 0.083 0.045

Computed properties:
frontier orbital gap (alpha / beta)	4.53 / 5.04	eV
HOMO (alpha / beta)	-0.6675 / -0.6682	hartree
charge	+3


[3]
C17H22N2O4 in the gas phase. Source: OMol25; level of theory: ωB97M-V with the def2-TZVPD basis set.

Cartesian coordinates (Å):
C: -7.17407 -1.17823 1.30055
C: -6.19638 -0.22456 0.62733
C: -5.65551 -0.81635 -0.67612
O: -4.77304 0.05925 -1.34901
C: -3.49639 0.20568 -0.91393
C: -2.73428 1.15295 -1.60401
C: -1.41624 1.37560 -1.27550
C: -0.83319 0.65782 -0.23737
C: -1.57948 -0.27939 0.45800
C: -2.90158 -0.50937 0.12176
H: -3.45081 -1.25079 0.67926
H: -1.12889 -0.84018 1.26126
N: 0.52713 0.89053 0.10665
C: 1.43156 -0.12812 0.32956
O: 1.16353 -1.29846 0.25853
C: 2.76534 0.50252 0.73936
N: 3.91018 0.03046 -0.02766
C: 4.05570 -1.41926 -0.06453
H: 3.14414 -1.87134 -0.44894
C: 5.21960 -1.77203 -0.98887
H: 5.38055 -2.85077 -1.00441
O: 6.42730 -1.19688 -0.54690
C: 6.29520 0.19924 -0.45908
C: 5.15460 0.59668 0.47871
H: 5.08475 1.68410 0.51182
H: 5.37576 0.22487 1.49491
H: 7.24819 0.57769 -0.08506
H: 6.09891 0.62081 -1.45682
H: 4.98971 -1.42004 -2.00556
H: 4.25604 -1.82291 0.94272
C: 2.53631 2.00036 0.53379
C: 1.05925 2.15974 0.25750
O: 0.44083 3.18531 0.17965
H: 2.82898 2.62010 1.38030
H: 3.07697 2.34739 -0.34921
H: 2.88742 0.26836 1.81762
H: -0.83969 2.10954 -1.81510
H: -3.20446 1.70012 -2.40517
H: -6.47888 -0.96754 -1.38034
H: -5.17879 -1.78745 -0.49408
H: -6.69293 0.72000 0.39794
H: -5.36624 -0.00525 1.30164
H: -6.68589 -2.11912 1.54573
H: -7.55643 -0.74071 2.21896
H: -8.01480 -1.39037 0.64411

Cartesian forces (eV/Å) of the 2 atoms listed first:
0.164 0.158 -0.087
0.110 -0.139 -0.227

Computed properties:
frontier orbital gap	9.22	eV
HOMO	-0.3103	hartree
charge	0
energy relative to the best compared isomer or geometry (same formula, charge and spin)	161.0	kJ/mol


[4]
A molecular structure, C17H22N2O4S2. Source: OMol25; level of theory: ωB97M-V with the def2-TZVPD basis set.

Cartesian coordinates (Å):
O: 1.36337 3.67241 -1.34696
C: 1.29504 3.04348 -0.40962
N: 0.13321 2.59543 -0.05985
H: -0.02498 1.87978 0.76034
C: -1.11586 2.20374 -1.09507
C: -2.51699 2.42112 -0.14257
H: -3.39035 2.10478 -0.66219
H: -2.62269 3.55314 0.02964
S: -2.58994 1.54844 1.24973
C: -3.01746 -0.21224 0.84351
C: -2.09594 -0.69377 0.00838
C: -2.57821 -2.25004 -0.29102
C: -3.83860 -2.59192 -0.93704
C: -4.85525 -1.55602 0.05672
C: -4.44440 -0.20926 0.08021
H: -5.22066 0.31105 0.96002
H: -4.36351 0.13539 -0.71529
H: -5.89354 -1.72277 -0.37992
H: -4.86567 -2.01447 0.93350
H: -4.20574 -3.40319 -0.80946
H: -3.86602 -1.97817 -1.91575
H: -1.86924 -2.77360 -0.66281
H: -2.50066 -2.72848 0.84007
H: -2.04156 -0.37283 -0.81999
H: -1.05134 -0.67142 0.20807
H: -3.02598 -0.63124 1.82172
H: -1.05978 1.23404 -1.46368
H: -1.01159 3.34103 -1.71599
C: 2.18477 2.78807 0.72712
N: 2.88709 1.48582 0.44000
C: 4.21017 1.41484 0.36479
O: 5.00600 2.12765 0.47281
C: 4.49290 -0.10889 0.25638
C: 3.30599 -1.06332 0.09335
C: 3.36636 -2.36746 -0.03303
C: 4.70198 -2.68495 -0.02049
C: 5.83164 -2.10590 -0.10749
C: 5.71727 -0.71614 0.47967
H: 6.57860 -0.07258 0.32677
H: 6.65813 -2.45895 0.13822
H: 4.82687 -4.03413 -0.01224
H: 2.36249 -2.81741 0.10516
S: 1.80825 0.08906 0.16103
O: 1.21249 0.00785 -1.11603
O: 0.96044 0.02143 1.20639
H: 3.20788 3.50753 0.47218
H: 1.95504 2.75310 1.68072

Cartesian forces (eV/Å) of the 2 atoms listed first:
3.270 5.012 -7.851
-2.258 -2.172 6.030

Computed properties:
frontier orbital gap	8.29	eV
HOMO	-0.3055	hartree
charge	0
energy relative to the best compared isomer or geometry (same formula, charge and spin)	1624.7	kJ/mol


[5]
C17H22N2O5 in the gas phase. Source: OMol25; level of theory: ωB97M-V with the def2-TZVPD basis set.

Cartesian coordinates (Å):
C: -4.46148 -0.83230 -1.63321
C: -4.93268 0.19258 -0.60532
O: -4.12728 0.20555 0.55762
C: -2.90788 0.79510 0.54063
C: -2.16539 0.66903 1.71986
C: -0.91150 1.22364 1.81747
C: -0.34596 1.90887 0.74049
C: -1.09695 2.05909 -0.41951
C: -2.36334 1.51177 -0.52304
H: -2.91768 1.66038 -1.43642
H: -0.71533 2.63121 -1.25298
C: 1.03753 2.42713 0.91205
O: 1.51509 2.67136 2.00156
N: 1.74267 2.60724 -0.24369
H: 1.37390 2.23152 -1.10239
C: 3.16045 2.84377 -0.20079
C: 3.98991 1.59991 -0.49455
O: 5.17965 1.60098 -0.64207
O: 3.20691 0.51713 -0.57565
C: 3.83397 -0.75114 -0.74398
H: 3.67251 -1.08729 -1.77520
H: 4.90879 -0.65777 -0.56111
C: 3.26290 -1.78365 0.23660
O: 3.99586 -2.45827 0.93234
N: 1.92964 -1.91413 0.25333
C: 0.95120 -1.21212 -0.55253
C: -0.33757 -2.00251 -0.33416
H: -0.38317 -2.84932 -1.02015
C: -0.18305 -2.49566 1.10248
C: 1.29844 -2.84608 1.17729
H: 1.49009 -3.87258 0.84566
H: 1.72926 -2.72795 2.17299
H: -0.41697 -1.68673 1.79458
H: -0.82012 -3.34770 1.32737
H: -1.22222 -1.38486 -0.47229
H: 0.83074 -0.18601 -0.19181
H: 1.25528 -1.18317 -1.60135
H: 3.39971 3.17021 0.81838
H: 3.45431 3.63449 -0.89765
H: -0.33542 1.13571 2.72610
H: -2.60750 0.13178 2.54387
H: -5.92608 -0.08104 -0.23995
H: -4.99268 1.19406 -1.04791
H: -5.15896 -0.86136 -2.46547
H: -4.41680 -1.81750 -1.17568
H: -3.47281 -0.58335 -2.01182

Cartesian forces (eV/Å) of the 2 atoms listed first:
0.012 0.250 0.343
-0.197 -0.134 -0.444

Computed properties:
frontier orbital gap	9.37	eV
HOMO	-0.3291	hartree
charge	0
energy relative to the best compared isomer or geometry (same formula, charge and spin)	74.2	kJ/mol


Q: Among the records above, which one has the highest charge?
A: C17H22N2O3PRu